## one
Entry from OMol25: one molecule with the formula C3H3P3 (the ωB97M-V functional and the def2-TZVPD basis).

* frontier orbital gap: 7.74 eV
* SMILES string: [H]/P=C1/PC1=C=P
* spin multiplicity: 1
* HOMO energy: -0.31410 hartree

Each line ends with the Löwdin charge.
CARTESIAN COORDINATES (ANGSTROEM)
1 P -2.43 -1.14 -0.33  0.832
2 H 2.96 -0.66 1.01  -0.103
3 C -1.51 0.20 -0.24  -0.933
4 P 2.91 -0.30 -0.48  0.715
5 C 0.07 0.43 -0.36  -0.506
6 P -1.04 1.84 0.28  0.872
7 H -1.49 -1.84 -0.89  -0.198
8 H -0.83 1.30 1.55  -0.075
9 C 1.36 0.18 -0.54  -0.603

## two
Entry from OMol25: one molecule with the formula C3H3P3 (the ωB97M-V functional and the def2-TZVPD basis).

* frontier orbital gap: 7.02 eV
* SMILES string: [H]/P=C1/PC1=C=P
* spin multiplicity: 1
* HOMO energy: -0.30739 hartree

Each line ends with the Löwdin charge.
CARTESIAN COORDINATES (ANGSTROEM)
1 P 2.37 -1.15 0.88  0.770
2 H -1.53 -1.50 1.56  -0.046
3 H -1.01 2.92 -0.77  -0.189
4 C -0.69 0.75 -0.97  -0.518
5 P -0.89 -1.98 0.26  0.858
6 P -1.25 2.07 -1.77  0.772
7 C -0.27 -0.28 -0.25  -0.584
8 C 0.71 -1.17 0.39  -0.946
9 H 2.57 0.33 0.67  -0.117

It is one that is the least stable of them.

## one
Entry from OMol25: a 2-piece molecular cluster, C2H3Cl3OSi overall (the ωB97M-V functional and the def2-TZVPD basis).

* frontier orbital gap: 10.24 eV
* SMILES string: Cl[SiH](Cl)Cl.C=C=O
* spin multiplicity: 1
* HOMO energy: -0.35979 hartree

Each line ends with the Löwdin charge.
CARTESIAN COORDINATES (ANGSTROEM)
1 O 1.90 -0.29 -1.37  0.130
2 H 2.24 0.21 1.73  0.071
3 Cl -3.83 0.85 -0.69  0.243
4 H -0.74 -0.03 -0.22  -0.072
5 C 2.46 0.71 0.80  0.012
6 H 2.71 1.72 0.88  0.052
7 Si -2.18 -0.36 -0.40  -0.587
8 C 2.10 0.12 -0.27  -0.286
9 Cl -2.20 -1.77 -1.92  0.216
10 Cl -2.46 -1.16 1.47  0.220

## two
Entry from OMol25: a 2-piece molecular cluster, C2H3Cl3OSi overall (the ωB97M-V functional and the def2-TZVPD basis).

* frontier orbital gap: 8.86 eV
* spin multiplicity: 1
* HOMO energy: -0.32609 hartree

Each line ends with the Löwdin charge.
CARTESIAN COORDINATES (ANGSTROEM)
1 H -0.02 -0.94 0.38  -0.081
2 Cl 4.12 0.34 1.41  0.496
3 C 1.63 1.07 -0.37  -0.460
4 C 3.25 -0.17 -0.07  -1.657
5 O 1.69 1.91 -1.17  0.064
6 Si 0.33 0.37 0.83  0.697
7 H -0.71 1.23 0.89  -0.110
8 Cl 2.82 -1.75 -0.11  0.617
9 Cl 4.22 0.29 -1.58  0.461
10 H 1.17 0.28 2.14  -0.026

It is two that is the least stable of them.